Record 1
Molecular formula: C3H6O2
Method: DFT, the ωB97M-V functional and the def2-TZVPD basis

Kohn-Sham gap: 9.98 eV
maximum force: 0.0507 hartree/bohr
ΔE to the lowest compared entry with this formula, charge and spin: 2.840 eV
LUMO: 0.8 eV
structure (SMILES): C=CO.C=O

XYZ file:
```
11
Properties=species:S:1:pos:R:3:forces:R:3:mulliken_charge:R:1
C -1.95603 -0.44737 1.15800 -0.80 0.36 1.11 -0.5889
C -1.60663 -0.13238 -0.07184 0.39 0.75 -1.03 -0.0082
O -0.23943 -0.09746 -0.36872 -1.97 -0.55 0.99 -0.3887
H -3.05566 -0.46972 1.40914 1.59 -0.11 0.00 0.2325
H -1.11621 -0.48988 1.91837 -1.45 -0.36 -0.85 0.2134
H -2.31024 0.21388 -0.91346 1.09 -0.91 1.35 0.2247
H -0.16623 0.53622 -1.05345 0.75 0.72 -1.35 0.3107
C 2.58746 0.26650 -0.48772 0.94 -1.52 -1.89 -0.0743
O 2.05721 -0.07200 -1.53426 -0.16 1.10 1.50 -0.4134
H 2.12233 0.60798 0.46075 -0.31 0.03 -0.63 0.2221
H 3.68344 0.08423 -0.51681 -0.07 0.50 0.81 0.2701
```
Positions in Å, forces in eV/Å.

***

Record 2
Molecular formula: C57H50N2O2P2S2Ti
Method: DFT, the ωB97M-V functional and the def2-TZVPD basis

Kohn-Sham gap (alpha / beta): 7.07 / 4.43 eV
maximum force: 0.1313 hartree/bohr
LUMO (alpha / beta): 0.1 / -3.0 eV
2S+1: 3

XYZ file:
```
116
Properties=species:S:1:pos:R:3:forces:R:3:mulliken_spin:R:1
Ti 14.05177 21.52873 12.32426 -0.29 -3.82 -1.21 0.9530
S 15.93975 22.56478 13.19140 -2.18 1.82 -0.21 0.1804
C 14.42609 23.76844 12.71485 2.54 0.25 0.65 0.3864
N 15.03454 24.93750 12.22492 -1.57 -0.14 0.70 0.0444
C 14.25013 26.12441 12.62126 -0.40 -0.82 0.49 -0.0102
C 12.72833 26.02192 12.38449 0.37 0.81 -0.07 0.0089
N 12.11476 24.68553 12.53968 0.63 1.71 -1.74 0.0886
C 11.22859 24.18027 11.46461 -1.93 -0.96 1.47 0.0304
C 9.72309 23.96796 11.74266 1.28 6.58 0.80 -0.0110
C 9.02814 23.00400 11.19637 -3.37 -1.21 -1.06 -0.0013
C 7.56579 22.96863 11.13636 4.24 3.38 2.11 0.0004
C 6.96779 24.01206 11.74214 -0.52 2.62 3.06 0.0004
C 7.67269 25.13448 12.38676 1.61 -1.72 -2.42 0.0004
C 9.04914 25.17230 12.22623 -0.06 -0.22 0.55 -0.0005
C 12.99424 23.71075 12.86804 0.73 -2.14 3.15 0.0129
S 12.20785 22.41360 13.76462 0.83 0.19 -0.57 0.3301
C 15.18336 24.86513 10.79798 -2.71 -2.25 -1.40 0.0362
C 15.86945 26.00432 10.27820 -0.68 1.16 -1.48 0.0265
C 16.71507 26.63819 11.08621 1.37 0.51 2.60 0.0006
C 17.34127 27.80023 10.73846 0.87 1.48 -0.75 -0.0019
C 17.13815 28.33060 9.44861 0.14 -1.00 0.39 0.0008
C 16.22587 27.64376 8.58322 0.97 2.09 0.92 0.0004
C 15.50943 26.57999 9.07426 1.28 -0.80 -0.45 0.0063
H 14.45374 27.01814 12.00715 0.80 -0.39 0.86 0.0032
H 14.36758 26.25352 13.73129 0.52 0.09 -1.18 -0.0001
H 12.51379 26.54855 11.42718 -0.46 -0.78 0.56 0.0020
H 12.56677 26.71071 13.22908 -1.77 -0.22 -0.45 0.0045
H 11.44031 23.17152 11.29002 1.34 -1.56 -0.35 -0.0043
H 11.44916 24.66871 10.56274 -0.08 1.23 -1.22 -0.0086
H 7.10744 22.10158 10.99363 -2.07 -3.39 -1.42 0.0000
H 9.56123 22.31816 10.64246 1.01 -2.05 -0.88 0.0001
H 5.94397 24.11216 12.08767 -0.46 -0.85 -0.95 0.0001
H 7.14273 25.94639 12.82623 -0.47 0.38 0.15 0.0000
H 9.64737 26.11981 12.43126 -0.77 -1.53 0.11 0.0002
H 14.11723 24.83901 10.36256 1.10 0.10 0.18 -0.0128
H 15.58882 23.90598 10.42875 0.23 0.26 0.70 -0.0214
H 16.76802 26.24024 12.10343 0.64 0.21 -0.33 -0.0024
H 18.00906 28.29490 11.47205 -0.47 -0.27 -0.69 -0.0001
H 17.77029 29.18995 9.16370 -0.80 -0.47 -0.18 0.0001
H 16.06227 28.09738 7.61602 -0.19 -0.32 -0.18 0.0000
H 14.87800 25.96731 8.48691 -0.95 0.00 -0.92 -0.0001
C 11.02102 9.16926 7.88615 0.45 -0.48 0.48 0.0000
C 11.70301 8.68576 9.23846 -1.40 -1.19 -0.84 0.0000
C 11.59289 7.16443 9.43173 1.49 -1.34 1.30 0.0000
C 10.94949 9.30137 10.34704 -1.71 1.20 0.05 0.0000
C 9.55503 9.17585 10.49780 0.33 -0.33 0.29 0.0000
C 8.82635 9.92555 11.39058 -0.48 -0.79 -0.25 0.0000
C 9.48099 10.91561 12.06082 0.25 1.65 1.81 0.0000
C 10.82953 11.18444 11.91292 -0.23 0.84 0.26 0.0000
P 11.71347 12.75380 12.67990 -0.31 -1.42 -0.38 0.0002
C 10.33360 13.57676 13.55839 -0.54 2.60 -2.67 0.0002
C 9.93170 13.21931 14.82904 0.02 0.22 -0.91 -0.0004
C 8.88809 13.94269 15.47381 3.44 -0.35 0.37 0.0000
C 8.59834 15.21172 14.94700 -3.29 0.16 3.68 0.0000
C 8.89559 15.55432 13.68141 1.99 -0.91 -2.84 0.0000
C 9.77908 14.77354 12.92100 0.33 -1.50 1.21 -0.0002
C 11.83829 13.74185 11.12541 0.06 0.34 -0.20 0.0003
C 11.20814 13.31344 9.98030 -0.70 0.04 -0.22 -0.0001
C 11.32094 14.04483 8.79878 -1.17 0.32 -0.18 0.0001
C 11.95554 15.27582 8.79555 1.48 -0.52 0.06 -0.0001
C 12.70427 15.69701 9.92139 -1.24 0.22 -2.26 -0.0001
C 12.57236 14.94477 11.03198 0.93 -0.54 3.00 0.0000
C 11.50079 10.35540 11.01334 1.01 0.99 0.99 -0.0001
O 12.77294 10.78288 10.78962 0.84 0.84 0.61 0.0004
C 13.68127 10.05539 10.08819 -3.37 -1.12 -0.58 0.0000
C 14.94808 10.46810 10.03761 3.75 1.76 0.69 -0.0002
C 15.91964 9.74190 9.26906 -1.45 1.82 0.58 0.0000
C 15.44110 8.69928 8.53547 0.51 -0.64 0.14 0.0000
C 14.08508 8.34475 8.57975 1.61 -1.64 -2.12 0.0000
C 13.14229 9.00418 9.33285 1.87 0.07 -0.97 0.0000
P 15.30065 12.20120 10.85669 -1.21 -0.81 -1.06 0.0001
C 14.91132 11.96191 12.64038 0.83 -0.30 1.29 0.0000
C 14.59325 10.76508 13.31162 -0.53 0.85 0.54 0.0000
C 14.36116 10.74330 14.72210 0.83 0.70 -1.51 0.0000
C 14.56477 11.92436 15.43822 0.55 -0.58 0.08 0.0000
C 15.00257 13.09510 14.80232 -0.22 -0.87 0.10 0.0000
C 15.15270 13.11485 13.43292 -0.32 -0.43 -0.97 -0.0001
C 17.11528 12.34164 10.85619 0.11 -0.62 -0.65 0.0002
C 17.80866 11.60424 11.79454 1.63 1.16 0.60 0.0000
C 19.17883 11.86582 11.96707 -0.07 0.60 -1.44 -0.0002
C 19.82419 12.67638 11.01953 0.65 -0.51 0.88 0.0000
C 19.17369 13.23932 9.94704 0.10 0.95 0.58 0.0000
C 17.80751 13.14726 9.93083 -1.89 0.06 -0.72 -0.0001
H 10.27960 8.41254 7.58218 -0.06 0.56 0.23 0.0000
H 11.74374 9.21111 7.08067 0.31 -0.02 -0.13 0.0000
H 10.59349 10.17803 8.00286 0.00 -0.51 -0.04 0.0000
H 10.66500 6.75236 9.82788 -0.41 0.49 -0.43 0.0000
H 12.32502 6.91429 10.26745 -0.77 0.19 -0.93 0.0000
H 11.92509 6.54041 8.59422 -0.16 0.38 -0.11 0.0000
H 8.97171 8.51948 9.90604 -0.05 -0.97 -0.65 0.0000
H 7.76135 9.70825 11.56790 0.60 0.31 -0.26 0.0000
H 8.94676 11.55553 12.75807 -0.18 -0.10 -0.09 0.0000
H 10.62284 12.45299 15.21396 -1.18 -0.06 0.70 0.0000
H 8.84287 13.57418 16.50530 -1.07 0.87 -0.18 0.0000
H 7.95884 15.94244 15.59624 1.09 -1.49 -1.29 0.0000
H 8.53769 16.35997 13.09950 -0.62 1.35 0.38 0.0000
H 10.10691 15.12298 11.90875 -0.53 -0.59 1.14 -0.0001
H 10.47425 12.50233 10.03808 0.61 0.09 -0.28 0.0000
H 10.71192 13.69050 7.95336 0.55 0.34 0.18 0.0000
H 12.08483 15.85007 7.89812 -0.35 0.13 -0.43 0.0000
H 13.29307 16.61033 9.80628 -0.19 -0.31 0.59 0.0001
H 13.06264 15.31837 11.94804 -0.12 -0.37 -0.37 0.0000
H 16.89805 10.17372 9.10710 0.20 -0.26 0.36 0.0000
H 16.13548 8.08966 7.93580 -0.47 0.42 0.16 0.0000
H 14.02912 7.51626 7.80437 -1.46 0.85 1.34 0.0000
H 14.44604 9.87611 12.72132 0.07 -0.31 0.01 0.0000
H 14.19492 9.79087 15.21661 -0.25 0.22 -0.02 0.0000
H 14.56739 11.88057 16.52870 -0.29 0.14 -0.26 0.0000
H 15.28645 13.91838 15.42761 -0.07 0.51 -0.01 0.0000
H 15.44260 14.00887 12.88321 0.08 0.09 0.36 0.0000
H 17.24203 11.05748 12.50796 -0.12 -0.66 0.49 0.0001
H 19.80472 11.56077 12.77790 -0.18 -0.62 0.54 0.0000
H 20.86762 12.94967 11.17011 -0.09 -0.30 0.03 0.0000
H 19.71050 13.97569 9.35397 -0.19 -0.37 -0.31 0.0000
H 17.21537 13.73012 9.19686 0.39 -0.44 0.49 0.0000
O 14.14318 20.02827 11.57670 -0.30 1.98 0.64 -0.0429
```
Positions in Å, forces in eV/Å.

***

Record 3
Molecular formula: C4H9N4
Method: DFT, the ωB97M-V functional and the def2-TZVPD basis

Kohn-Sham gap: 10.70 eV
maximum force: 0.0953 hartree/bohr
ΔE to the lowest compared entry with this formula, charge and spin: 3.903 eV
LUMO: -4.5 eV
net charge: +1
structure (SMILES): Cc1nn(C)n[n+]1C

XYZ file:
```
17
Properties=species:S:1:pos:R:3:forces:R:3:mulliken_charge:R:1
C -2.03727 -1.00025 0.55077 0.77 1.63 0.61 -0.9336
C -0.72203 -0.37917 0.26028 1.37 2.14 -0.48 0.5290
N -0.74845 0.91822 -0.16724 -1.63 -0.61 -0.04 -0.6511
N 0.44210 1.29879 -0.52444 -0.54 -1.50 1.94 1.0412
C 0.54798 2.66992 -0.99875 0.75 -0.37 -1.67 -0.6378
N 1.39747 0.49410 -0.40343 -1.38 -3.43 2.03 -0.6190
N 0.52308 -0.82146 0.29584 1.84 4.41 -1.09 0.0975
C 1.31994 -1.97504 0.69595 -0.63 -1.80 -1.22 -0.6918
H -1.81421 -1.86940 1.13609 -0.93 -0.89 -0.14 0.3586
H -2.61361 -0.23546 1.10594 0.41 -0.56 0.22 0.3291
H -2.56030 -0.97652 -0.39756 -0.14 -1.16 -0.21 0.3062
H 0.59383 2.45853 -2.05929 0.05 0.68 -0.60 0.3494
H -0.39015 3.17058 -0.80983 0.16 0.14 0.49 0.3289
H 1.49484 3.13408 -0.72564 -0.36 -0.02 0.41 0.2743
H 2.02586 -1.94492 -0.12786 0.41 -0.79 0.05 0.3158
H 1.93636 -2.07856 1.64819 -1.53 1.00 -0.82 0.2847
H 0.60457 -2.86344 0.52097 1.40 1.12 0.53 0.3186
```
Positions in Å, forces in eV/Å.

***

Record 4
Molecular formula: C7H11F
Method: DFT, the ωB97M-V functional and the def2-TZVPD basis

Kohn-Sham gap: 9.94 eV
maximum force: 0.0817 hartree/bohr
ΔE to the lowest compared entry with this formula, charge and spin: 0.489 eV
LUMO: 1.0 eV
structure (SMILES): CC1=CC[C@@](C)(F)C1

XYZ file:
```
19
Properties=species:S:1:pos:R:3:forces:R:3:mulliken_charge:R:1
C -0.91051 -2.07637 1.52704 1.67 -0.72 0.75 -1.4202
C -0.28026 -0.87155 0.96935 0.44 1.60 -1.54 0.7288
C 0.25585 0.21922 1.52574 0.25 -1.04 0.81 -0.6738
C 0.59221 1.26173 0.49813 0.32 1.41 0.90 -0.7115
C 0.68799 0.60977 -0.83551 -0.61 -4.13 0.48 1.3534
C 0.25610 1.40705 -1.98077 2.54 2.18 -0.43 -1.7506
F 1.98872 0.13359 -1.12584 -0.33 0.09 0.47 -0.3802
C -0.31749 -0.64720 -0.55157 2.29 -1.57 -0.32 -0.9647
H -1.91260 -1.83720 1.69522 -1.88 0.05 0.28 0.2926
H -0.47435 -2.38273 2.49326 -0.14 0.19 -0.31 0.3600
H -0.84568 -2.92896 0.85354 -0.03 0.02 -0.08 0.3444
H 0.48424 0.29629 2.60865 -0.28 0.23 -0.83 0.3499
H -0.30517 1.87353 0.28393 0.34 0.41 0.86 0.2645
H 1.46126 1.90518 0.79505 -0.78 -0.36 -0.55 0.3773
H 0.79388 1.17857 -2.88935 -0.06 -0.54 -0.23 0.4015
H 0.58318 2.42982 -1.75278 -0.18 0.17 -0.26 0.3930
H -0.75794 1.44189 -2.14375 -2.36 -0.11 -0.32 0.4213
H -0.02591 -1.67438 -1.04802 -0.39 2.18 0.44 0.3308
H -1.27352 -0.33824 -0.92233 -0.82 -0.08 -0.13 0.2834
```
Positions in Å, forces in eV/Å.